w | The following is a DFT calculation (ωB97M-V with the def2-TZVPD basis set) of 2 unconnected molecules or ions with the total composition C4H12O2.

Values from the calculation:
Total charge: 0
Gap between HOMO and LUMO: 10.909 eV
SMILES: CC[C@H](C)O.O

The geometry in XYZ format:
```
18
Properties=species:S:1:pos:R:3:mulliken_charge:R:1
C 1.065 -0.946 -1.883 -1.117
C -0.111 -0.656 -0.956 -0.524
C -0.837 0.663 -1.225 0.457
C -2.216 0.740 -0.594 -1.435
O -0.839 0.961 -2.637 -0.541
H 1.417 -0.020 -2.332 0.312
H 0.776 -1.595 -2.710 0.267
H 1.915 -1.389 -1.377 0.350
H -0.828 -1.479 -0.937 0.356
H 0.277 -0.509 0.057 0.276
H -0.190 1.412 -0.748 0.145
H -2.356 1.607 0.008 0.357
H -3.001 0.421 -1.277 0.434
H -2.233 -0.006 0.205 0.366
H -1.677 1.406 -2.779 0.296
O 2.650 -0.273 6.660 -0.637
H 2.722 -0.556 5.744 0.318
H 3.466 0.219 6.780 0.319
```

---

x | The following is a DFT calculation (ωB97M-V with the def2-TZVPD basis set) of 3 unconnected molecules or ions with the total composition C4H12O2.

Values from the calculation:
Total charge: 0
Gap between HOMO and LUMO: 10.274 eV
SMILES: C/C=C/C.O.O

The geometry in XYZ format:
```
18
Properties=species:S:1:pos:R:3:mulliken_charge:R:1
C 0.260 0.572 -1.303 -0.616
C -1.068 0.413 -0.590 -0.308
C -1.176 0.706 0.706 0.029
C -2.385 0.465 1.568 -1.167
H 0.192 1.272 -2.139 0.367
H 0.506 -0.399 -1.719 0.264
H 0.946 0.829 -0.501 -0.102
H -1.881 -0.218 -0.927 0.340
H -0.565 1.548 1.033 0.252
H -2.412 1.197 2.360 0.336
H -2.312 -0.528 2.009 0.267
H -3.340 0.447 1.045 0.336
O 1.507 -2.418 -0.802 -0.663
H 0.597 -2.171 -0.586 0.313
H 1.896 -2.083 0.030 0.346
O 3.374 0.038 0.223 -0.661
H 3.041 -0.499 -0.511 0.349
H 2.820 0.828 0.104 0.320
```

---

y | The following is a DFT calculation (ωB97M-V with the def2-TZVPD basis set) of 2 unconnected molecules or ions with the total composition C4H12O2.

Values from the calculation:
Total charge: 0
Gap between HOMO and LUMO: 10.551 eV
SMILES: CCOCC.O

The geometry in XYZ format:
```
18
Properties=species:S:1:pos:R:3:mulliken_charge:R:1
C 2.154 1.391 0.402 -1.158
C 0.815 0.739 0.741 -0.170
O 0.023 1.045 -0.347 -0.284
C -1.243 0.403 -0.219 -0.262
C -2.239 1.076 -1.240 -1.071
H 2.130 2.494 0.397 0.279
H 2.482 1.042 -0.592 0.292
H 2.891 1.059 1.152 0.370
H 0.872 -0.361 0.852 0.259
H 0.405 1.152 1.682 0.297
H -1.201 -0.690 -0.386 0.251
H -1.580 0.572 0.822 0.291
H -2.032 2.159 -1.243 0.289
H -3.302 0.921 -0.991 0.349
H -2.053 0.679 -2.252 0.272
O 0.324 -4.633 0.662 -0.652
H 1.283 -4.803 0.802 0.325
H 0.270 -4.247 -0.241 0.325
```

---

Computed stability ranking, most favorable first: w, y, x

---

w | The following is a DFT calculation (ωB97M-V with the def2-TZVPD basis set) of 2 unconnected molecules or ions with the total composition C4H12O2.

Values from the calculation:
Total charge: 0
Gap between HOMO and LUMO: 11.058 eV
SMILES: CCCCO.O

The geometry in XYZ format:
```
18
Properties=species:S:1:pos:R:3:mulliken_charge:R:1
C -1.146 1.258 2.014 -1.066
C -1.205 0.841 0.534 -0.436
C -0.142 -0.161 0.120 -0.154
C 1.270 0.389 0.174 -0.441
O 2.200 -0.447 -0.504 -0.515
H -0.250 0.833 2.476 0.300
H -1.961 0.782 2.561 0.301
H -1.162 2.318 2.214 0.289
H -2.172 0.445 0.222 0.361
H -1.120 1.718 -0.128 0.296
H -0.198 -1.081 0.702 0.280
H -0.310 -0.471 -0.916 -0.087
H 1.584 0.544 1.204 0.298
H 1.333 1.368 -0.301 0.280
H 2.589 -1.071 0.115 0.294
O 0.545 -2.239 -3.663 -0.639
H 0.278 -3.175 -3.746 0.315
H -0.131 -1.852 -3.078 0.324
```

---

x | The following is a DFT calculation (ωB97M-V with the def2-TZVPD basis set) of 2 unconnected molecules or ions with the total composition C4H12O2.

Values from the calculation:
Total charge: 0
Gap between HOMO and LUMO: 10.462 eV
SMILES: COC.COC

The geometry in XYZ format:
```
18
Properties=species:S:1:pos:R:3:mulliken_charge:R:1
C 2.550 -0.387 -0.911 -0.669
O 1.234 -0.803 -0.791 -0.281
C 0.979 -2.053 -0.219 -0.634
H 2.526 0.645 -1.302 0.210
H 3.155 -1.007 -1.594 0.287
H 3.036 -0.377 0.079 0.304
H 1.474 -2.924 -0.680 0.298
H -0.105 -2.251 -0.168 0.208
H 1.363 -1.933 0.808 0.281
C -2.859 0.937 0.071 -0.595
O -2.097 2.011 0.564 -0.360
C -0.775 1.635 1.021 -0.468
H -2.695 0.004 0.637 0.258
H -2.583 0.763 -0.982 0.248
H -3.931 1.193 0.117 0.233
H -0.829 0.926 1.864 0.252
H -0.145 2.490 1.320 0.269
H -0.299 1.129 0.165 0.159
```

---

y | The following is a DFT calculation (ωB97M-V with the def2-TZVPD basis set) of 2 unconnected molecules or ions with the total composition C4H12O2.

Values from the calculation:
Total charge: 0
Gap between HOMO and LUMO: 10.611 eV
SMILES: CCOCC.O

The geometry in XYZ format:
```
18
Properties=species:S:1:pos:R:3:mulliken_charge:R:1
C 0.000 0.000 0.000 -0.992
C -0.963 -1.023 0.633 -0.204
O -1.677 -0.296 1.681 -0.335
C -2.407 -1.285 2.425 -0.183
C -3.289 -0.596 3.431 -1.181
H 0.183 -0.360 -1.026 0.336
H 0.969 0.096 0.517 0.297
H -0.470 0.996 -0.056 0.205
H -1.746 -1.306 -0.097 0.254
H -0.520 -1.956 1.030 0.295
H -3.003 -1.885 1.710 0.293
H -1.762 -1.983 2.993 0.274
H -3.735 -1.307 4.147 0.360
H -4.103 -0.072 2.902 0.280
H -2.700 0.148 3.995 0.297
O -1.535 2.279 -2.605 -0.629
H -1.963 2.567 -1.767 0.322
H -2.070 2.702 -3.315 0.311
```

---

Computed stability ranking, most favorable first: w, y, x

---

w | The following is a DFT calculation (ωB97M-V with the def2-TZVPD basis set) of 3 unconnected molecules or ions with the total composition C4H12O2.

Values from the calculation:
Total charge: 0
Gap between HOMO and LUMO: 9.945 eV
SMILES: C=C(C)C.O.O

The geometry in XYZ format:
```
18
Properties=species:S:1:pos:R:3:mulliken_charge:R:1
C 0.819 -0.653 -0.378 -0.926
C -0.448 -0.920 -0.575 0.894
C -1.522 0.046 -0.601 -1.247
C -0.966 -2.448 -0.584 -1.131
H 1.444 -1.532 -0.645 0.216
H 1.341 0.277 -0.121 0.288
H -2.490 -0.369 -0.979 0.305
H -1.229 0.870 -1.208 0.344
H -1.760 0.510 0.336 0.306
H -0.136 -2.920 -0.087 0.361
H -0.883 -2.905 -1.639 0.258
H -1.906 -2.647 0.035 0.333
O 4.457 1.138 -2.861 -0.658
H 4.213 0.894 -1.885 0.330
H 4.284 0.303 -3.382 0.327
O -1.437 3.446 5.235 -0.640
H -2.340 2.998 4.974 0.324
H -1.440 3.913 4.366 0.315
```

---

x | The following is a DFT calculation (ωB97M-V with the def2-TZVPD basis set) of 2 unconnected molecules or ions with the total composition C4H12O2.

Values from the calculation:
Total charge: 0
Gap between HOMO and LUMO: 10.929 eV
SMILES: CCO.CCO

The geometry in XYZ format:
```
18
Properties=species:S:1:pos:R:3:mulliken_charge:R:1
C -2.766 -2.352 -2.266 -0.895
C -2.447 -0.943 -2.773 -0.233
O -2.439 -0.067 -1.647 -0.528
H -2.442 -2.430 -1.237 0.288
H -2.265 -3.086 -2.907 0.279
H -3.810 -2.603 -2.459 0.247
H -1.533 -0.848 -3.342 0.292
H -3.228 -0.649 -3.437 0.263
H -2.649 0.807 -1.977 0.287
C 3.229 1.855 2.929 -1.066
C 1.972 1.169 2.429 -0.133
O 2.432 0.301 1.369 -0.522
H 3.994 1.111 3.068 0.287
H 3.101 2.451 3.832 0.343
H 3.568 2.582 2.188 0.276
H 1.571 0.541 3.224 0.220
H 1.209 1.832 2.038 0.305
H 1.661 0.113 0.819 0.292
```

---

y | The following is a DFT calculation (ωB97M-V with the def2-TZVPD basis set) of a molecular structure, C4H12O2.

Values from the calculation:
Total charge: 0
Gap between HOMO and LUMO: 9.589 eV

The geometry in XYZ format:
```
18
Properties=species:S:1:pos:R:3:mulliken_charge:R:1
C 0.136 0.663 -1.195 0.667
C 0.125 -0.825 -1.148 -1.049
C 1.487 1.268 -1.566 -1.197
O -0.536 1.310 -0.222 -0.694
H -0.418 0.690 0.800 0.451
H -1.806 -1.465 1.861 0.257
H 2.181 1.110 -0.737 0.248
H 0.670 -1.320 -1.946 0.397
H -0.876 -1.231 -1.062 0.335
H -0.510 0.538 -2.158 0.113
H 1.902 0.818 -2.467 0.356
H 1.380 2.340 -1.717 0.323
C -1.353 -0.660 2.449 -0.558
O -0.196 -0.131 1.822 -0.509
H 0.441 -0.963 1.236 0.558
H -2.082 0.148 2.543 0.290
H -1.110 -1.043 3.445 0.247
H 0.568 -1.246 0.064 -0.236
```

---

Computed stability ranking, most favorable first: x, w, y

---

w | The following is a DFT calculation (ωB97M-V with the def2-TZVPD basis set) of a molecular structure, C3H3FO.

Values from the calculation:
Total charge: 0
Gap between HOMO and LUMO: 10.282 eV

The geometry in XYZ format:
```
8
Properties=species:S:1:pos:R:3:mulliken_charge:R:1
C 0.449 -0.728 0.216 0.479
C -0.936 -0.423 -0.331 -0.626
C 0.573 0.747 0.328 -0.122
O 1.247 -1.623 0.093 -0.479
F 1.339 1.521 -0.382 -0.218
H -0.854 -0.602 -1.347 0.302
H -1.820 0.032 0.294 0.279
H 0.001 1.077 1.129 0.385
```

---

x | The following is a DFT calculation (ωB97M-V with the def2-TZVPD basis set) of C3H3FO in the gas phase.

Values from the calculation:
Total charge: 0
Gap between HOMO and LUMO (spin up / spin down): 8.237 / 8.239 eV
SMILES: CC(F)=C=O

The geometry in XYZ format:
```
8
Properties=species:S:1:pos:R:3:mulliken_charge:R:1
C -0.135 -0.087 0.016 -0.888
C -1.455 -0.597 0.466 0.274
F -2.311 -0.769 -0.549 -0.196
C -2.230 0.432 1.708 0.167
O -2.564 0.315 2.798 -0.239
H 0.484 0.174 0.870 0.316
H -0.223 0.765 -0.662 0.273
H 0.343 -0.896 -0.538 0.294
```

---

Computed stability ranking, most favorable first: x, w